No. 1
C2H7NS | ωB97M-V/def2-TZVPD

Structure (ORCA input):
```
! RIJCOSX wB97M-V def2-TZVPD def2/J DEFGRID3
* xyz -1 2
S 6.61 -0.41 -0.31
H 7.07 -0.99 0.84
C -2.65 -0.43 -0.75
C -2.21 1.22 0.84
N -2.86 0.06 0.63
H -3.19 -1.37 -0.81
H -3.00 0.34 -1.46
H -1.56 -0.50 -0.94
H -1.29 1.55 0.32
H -2.43 1.71 1.78
H 5.50 -1.17 -0.14
*
```

Computed properties:
Kohn-Sham gap (spin up / spin down), eV: 1.66 / 5.40
Total energy, Eh: -533.23947
Strongest force on any atom, eV Å⁻¹: 2.12
Energy relative to the best compared isomer or geometry (same formula, charge and spin), kJ/mol: 151.0
LUMO energy (spin up / spin down), Ha: 0.0939 / 0.0926

Here are the Löwdin charges for atoms 1 to 5, given in e:
1. S 0.413
2. H -0.222
3. C -0.319
4. C -0.356
5. N -0.277

=====

No. 2
C4H8NO2 | ωB97M-V/def2-TZVPD

Structure (ORCA input):
```
! RIJCOSX wB97M-V def2-TZVPD def2/J DEFGRID3
* xyz 0 2
O 2.48 0.79 -0.72
C 1.50 -0.10 -1.00
C 0.19 0.15 -0.14
C 0.72 0.23 1.31
N -0.80 -0.87 -0.40
C -2.02 -0.46 -0.35
O -2.63 0.81 -0.39
H 1.81 -1.13 -0.73
H 1.19 -0.17 -2.03
H 1.54 0.91 1.50
H 1.06 -0.78 1.56
H -0.09 0.41 2.02
H -0.13 1.03 -0.72
H -2.77 -1.25 -0.42
H -2.04 0.45 0.50
*
```

Computed properties:
Kohn-Sham gap (spin up / spin down), eV: 10.57 / 8.21
Total energy, Eh: -362.23954
Strongest force on any atom, eV Å⁻¹: 5.71
Energy relative to the best compared isomer or geometry (same formula, charge and spin), kJ/mol: 403.6
LUMO energy (spin up / spin down), Ha: 0.0137 / -0.0631

Here are the Löwdin charges for atoms 1 to 5, given in e:
1. O 0.038
2. C -0.293
3. C -0.392
4. C -0.041
5. N 0.099

=====

No. 3
C15H44N4O7 | ωB97M-V/def2-TZVPD

Structure (ORCA input):
```
! RIJCOSX wB97M-V def2-TZVPD def2/J DEFGRID3
* xyz 0 1
C -1.36 -0.87 0.40
O -2.49 -0.19 -0.03
H -0.71 -0.42 1.19
H -0.58 -0.96 -0.42
H -1.55 -1.88 0.66
H -2.39 0.73 0.32
C -2.10 0.76 3.79
O -1.95 -0.49 4.43
N -1.20 1.42 3.13
N -3.27 1.26 3.83
H -0.30 0.90 3.34
H -1.21 2.43 3.08
H -3.79 0.59 4.38
H -3.68 1.72 3.08
C -3.63 2.75 0.77
O -4.63 2.68 1.71
N -3.86 3.37 -0.36
N -2.43 2.27 0.89
H -4.87 3.46 -0.58
H -3.29 3.20 -1.09
H -2.17 1.77 1.70
H -1.53 2.62 0.48
C 1.74 -1.51 4.99
C 1.66 -1.25 3.45
C 0.60 -2.22 2.86
O 1.29 -0.09 3.15
H 0.76 -1.34 5.53
H 2.45 -0.81 5.35
H 1.98 -2.54 5.22
H 2.69 -1.39 3.10
H 0.74 -2.24 1.84
H -0.46 -1.92 3.13
H 0.68 -3.28 3.03
H 2.06 0.37 2.74
C 0.86 2.39 0.68
C 0.42 2.73 -0.72
C 0.16 1.50 -1.60
O -0.49 3.57 -0.72
H 0.62 3.17 1.45
H 1.88 2.03 0.62
H 0.46 1.42 1.07
H 1.16 3.23 -1.27
H 0.69 0.64 -1.29
H 0.28 1.63 -2.61
H -0.86 1.14 -1.53
H -0.67 3.80 -1.65
C -1.23 -0.84 -4.14
C 0.13 -0.76 -4.76
C 0.76 -2.12 -4.93
O 0.12 -0.33 -5.95
H -1.98 -1.18 -4.82
H -1.28 0.18 -3.87
H -1.25 -1.49 -3.26
H 0.81 -0.24 -4.12
H 1.67 -2.09 -5.56
H -0.03 -2.83 -5.29
H 1.20 -2.55 -4.05
H 1.02 0.03 -6.04
C 2.38 -3.06 -1.59
C 2.73 -1.61 -1.53
C 2.74 -0.95 -0.23
O 3.84 -1.32 -1.98
H 2.65 -3.52 -0.64
H 2.83 -3.66 -2.32
H 1.28 -3.10 -1.62
H 2.02 -1.25 -2.27
H 1.74 -1.24 0.25
H 2.96 0.10 -0.43
H 3.46 -1.35 0.49
H 3.76 -0.98 -2.88
*
```

Computed properties:
Kohn-Sham gap, eV: 8.73
SMILES: NC(N)=O.NC(N)=O.CC(C)O.CC(C)O.CC(C)O.CC(C)O.CO
Total energy, Eh: -1343.33962
Strongest force on any atom, eV Å⁻¹: 13.09
Energy relative to the best compared isomer or geometry (same formula, charge and spin), kJ/mol: 816.1
LUMO energy, Ha: -0.0049

Here are the Löwdin charges for atoms 1 to 5, given in e:
1. C -0.200
2. O -0.113
3. H 0.057
4. H 0.064
5. H 0.070

=====

No. 4
C5H13NS | ωB97M-V/def2-TZVPD

Structure (ORCA input):
```
! RIJCOSX wB97M-V def2-TZVPD def2/J DEFGRID3
* xyz 0 1
C 0.83 -0.04 1.71
C 2.03 -0.59 0.97
S 1.92 -2.42 0.80
C -0.50 -0.44 1.06
N -0.52 -0.17 -0.38
C -1.43 0.88 -0.78
C -1.36 1.17 -2.26
H 0.86 1.04 1.80
H 0.83 -0.41 2.73
H 2.08 -0.19 -0.03
H 2.99 -0.40 1.45
H 2.75 -2.49 -0.25
H -0.77 -1.48 1.28
H -1.26 0.21 1.53
H -0.77 -1.00 -0.89
H -2.47 0.68 -0.48
H -1.17 1.80 -0.24
H -1.87 2.12 -2.45
H -0.36 1.29 -2.66
H -1.82 0.43 -2.91
*
```

Computed properties:
Kohn-Sham gap, eV: 9.73
SMILES: CCNCCCS
Total energy, Eh: -651.22909
Strongest force on any atom, eV Å⁻¹: 1.02
Energy relative to the best compared isomer or geometry (same formula, charge and spin), kJ/mol: 39.0
LUMO energy, Ha: 0.0353

Here are the Löwdin charges for atoms 1 to 5, given in e:
1. C -0.271
2. C -0.545
3. S 0.680
4. C -0.268
5. N -0.081

=====

No. 5
C15H25AsBF4N2OPtS3Sb | ωB97M-V/def2-TZVPD

Structure (ORCA input):
```
! RIJCOSX wB97M-V def2-TZVPD def2/J DEFGRID3
* xyz -1 2
Pt -0.04 2.14 2.40
S 2.51 6.52 2.10
Sb 2.23 4.26 1.68
S 1.54 3.24 3.69
S 0.03 3.79 0.87
F -0.32 -0.95 2.90
B -0.75 -0.62 4.21
F -1.97 -1.25 4.46
F -0.96 0.81 4.24
F 0.22 -0.98 5.14
C -3.29 0.22 1.89
As -1.70 1.00 1.10
C -2.57 2.08 -0.26
C -0.96 -0.48 0.05
C -1.72 -0.85 -1.18
C -2.67 -1.87 -1.16
C -3.39 -2.20 -2.30
C -3.16 -1.52 -3.49
C -2.21 -0.51 -3.52
C -1.50 -0.18 -2.38
H -3.90 -0.19 1.09
H -3.83 1.00 2.41
H -3.01 -0.56 2.60
H -3.23 1.46 -0.87
H -1.83 2.56 -0.89
H -3.15 2.85 0.24
H -0.89 -1.31 0.76
H 0.05 -0.16 -0.20
H -2.85 -2.41 -0.23
H -4.12 -3.00 -2.26
H -3.73 -1.78 -4.38
H -2.03 0.03 -4.45
H -0.75 0.60 -2.41
C 2.73 -0.91 2.07
N 2.72 -0.86 0.61
C 3.10 -2.05 -0.12
C 2.39 -2.09 -1.45
C 2.71 -0.80 -2.19
N 2.36 0.34 -1.38
C 2.09 1.60 -2.04
C 2.44 0.34 0.00
O 2.21 1.35 0.65
H 2.18 -1.79 2.40
H 2.24 -0.03 2.47
H 3.75 -0.95 2.45
H 2.85 -2.91 0.50
H 4.19 -2.07 -0.28
H 1.31 -2.16 -1.29
H 2.71 -2.95 -2.04
H 2.15 -0.74 -3.13
H 3.78 -0.79 -2.45
H 1.43 1.42 -2.89
H 3.01 2.06 -2.42
H 1.62 2.28 -1.35
*
```

Computed properties:
Kohn-Sham gap (spin up / spin down), eV: 7.06 / 5.65
Total energy, Eh: -4985.96458
Strongest force on any atom, eV Å⁻¹: 1.42
Energy relative to the best compared isomer or geometry (same formula, charge and spin), kJ/mol: 92.3
LUMO energy (spin up / spin down), Ha: 0.0852 / 0.0306

Here are the Löwdin charges for atoms 1 to 5, given in e:
1. Pt 0.244
2. S -0.246
3. Sb 0.199
4. S -0.152
5. S -0.093

=====

No. 6
C3H13N2O | ωB97M-V/def2-TZVPD

Structure (ORCA input):
```
! RIJCOSX wB97M-V def2-TZVPD def2/J DEFGRID3
* xyz 2 2
C 0.60 0.33 -0.73
C 1.47 -0.68 0.06
C 0.77 -1.85 0.75
N 0.13 -1.56 2.10
N -0.57 0.85 0.14
H 0.18 -0.10 -1.63
H 1.21 1.20 -0.96
H 2.23 -0.16 0.63
H 2.03 -1.21 -0.72
H -0.05 -2.12 0.09
H 1.60 -2.49 1.13
H 0.90 -1.36 2.77
H -0.20 -2.46 2.49
H -0.69 0.36 1.01
H -0.70 1.85 0.18
H -1.35 0.74 -0.52
H -3.13 2.50 -1.94
H -2.19 3.44 -2.74
O -2.21 2.72 -2.10
*
```

Computed properties:
Kohn-Sham gap (spin up / spin down), eV: 10.60 / 4.46
Total energy, Eh: -306.08884
Strongest force on any atom, eV Å⁻¹: 4.37
Energy relative to the best compared isomer or geometry (same formula, charge and spin), kJ/mol: 173.9
LUMO energy (spin up / spin down), Ha: -0.2721 / -0.4977

Here are the Löwdin charges for atoms 1 to 5, given in e:
1. C -0.066
2. C -0.142
3. C -0.095
4. N 0.305
5. N 0.221